44
Properties=species:S:1:pos:R:3:forces:R:3:nbo_charge:R:1 method="wB97M-V/def2-TZVPD" de_lowest_ev=2.8161 charge=+1 e_homo_ev=-12.9
C 4.526 2.853 -0.080 -0.2 -0.6 0.6 -0.635
C 3.026 3.094 -0.661 1.5 -0.6 1.5 -0.195
Cl 3.049 2.595 -2.416 -0.6 0.5 1.1 -0.030
C 2.063 2.154 0.240 -0.5 1.1 0.3 -0.476
C 0.514 2.393 -0.068 1.1 1.5 0.4 0.254
C -0.021 3.795 0.159 -4.4 -3.2 -1.7 -0.149
C -1.515 3.841 -0.136 3.4 -2.5 0.1 -0.126
C -2.130 2.533 -0.580 -0.9 0.7 0.0 0.018
N -1.556 1.294 -0.805 0.1 4.1 1.0 -0.113
N -0.278 1.360 -0.522 1.1 1.8 0.2 0.247
F 0.353 0.176 -0.724 -0.2 0.9 0.3 -0.125
H 4.455 2.212 0.871 0.1 1.0 -1.3 0.215
H 5.039 3.817 0.224 -0.7 -1.1 -0.6 0.242
H 5.179 2.258 -0.800 -1.0 1.0 0.8 0.255
H 2.809 4.208 -0.500 -0.1 -1.7 -0.7 0.228
H 2.386 1.071 0.260 -0.5 1.3 -0.4 0.279
H 2.216 2.543 1.314 -0.4 -0.5 -1.5 0.264
H 0.592 4.677 0.497 -0.6 -1.4 -0.4 0.291
H -2.153 4.767 -0.032 0.8 -1.3 -0.2 0.286
H -3.261 2.556 -0.765 1.9 -0.2 0.2 0.266
C -1.102 -0.278 1.768 -0.1 -0.3 0.1 -0.248
O -1.480 -0.061 3.122 0.0 0.1 0.0 -0.503
C -2.404 -0.927 3.579 -0.3 -0.2 0.5 0.976
O -2.903 -1.823 2.949 0.3 0.4 0.0 -0.622
O -2.669 -0.616 4.855 0.3 0.1 -0.6 -0.490
C -3.641 -1.460 5.474 -0.4 -0.3 0.3 -0.260
H -0.357 0.471 1.509 0.0 0.0 0.6 0.146
H -0.654 -1.266 1.646 -0.2 0.0 -0.1 0.214
H -1.961 -0.158 1.104 0.0 -0.3 0.1 0.192
H -3.294 -2.494 5.498 -0.1 0.1 -0.2 0.199
H -4.600 -1.386 4.957 0.2 -0.1 -0.1 0.196
H -3.775 -1.116 6.499 0.2 0.2 -0.2 0.204
C 1.093 -5.760 -3.445 0.0 -0.5 0.1 -0.259
O 1.213 -4.377 -3.780 -0.3 0.5 0.1 -0.489
C 0.295 -3.590 -3.202 0.2 -0.3 -0.1 0.977
O -0.580 -3.950 -2.456 0.2 0.2 -0.2 -0.634
O 0.521 -2.326 -3.600 0.0 -0.1 0.0 -0.496
C -0.389 -1.375 -3.057 -0.3 0.1 -0.1 -0.254
H 1.884 -6.298 -3.968 0.0 0.3 0.0 0.203
H 1.225 -5.909 -2.371 -0.2 0.1 -0.1 0.193
H 0.130 -6.154 -3.774 0.0 0.1 0.2 0.197
H -0.317 -1.353 -1.971 -0.2 -0.4 -0.2 0.178
H -1.411 -1.597 -3.371 0.1 -0.1 0.2 0.201
H -0.114 -0.392 -3.442 0.2 -0.2 -0.1 0.183

41
Properties=species:S:1:pos:R:3:forces:R:3:nbo_charge:R:1 method="wB97M-V/def2-TZVPD" charge=0 e_homo_ev=-6.5
C -2.608 2.516 -0.091 -0.4 0.1 -0.8 -0.627
C -2.329 2.428 -1.629 0.4 -0.1 0.5 -0.406
C -1.398 3.540 -2.171 -0.5 -0.5 -0.1 -0.402
C -0.103 3.712 -1.349 0.1 0.2 -0.8 -0.416
C 0.677 2.390 -1.134 -1.0 1.6 1.0 -0.093
O 0.617 1.629 -2.349 0.7 -0.7 0.5 -0.526
C 1.395 0.509 -2.307 0.8 -0.1 -0.9 0.784
O 2.295 0.342 -3.088 -0.7 0.0 0.8 -0.491
C 1.050 -0.555 -1.272 -0.6 0.0 0.4 -0.028
C 1.897 -0.792 -0.188 -0.6 0.6 -1.2 -0.223
C 1.513 -1.737 0.729 2.0 0.1 1.3 0.122
N 0.398 -2.425 0.625 -0.5 -0.6 0.2 -0.418
C -0.434 -2.253 -0.400 -0.3 0.0 -0.3 0.100
C -0.138 -1.324 -1.378 0.8 0.1 -1.0 -0.418
P -1.400 -1.196 -2.747 -1.4 0.2 0.3 1.132
O -1.812 -2.802 -2.918 0.8 0.9 -0.4 -0.980
Cl -0.416 -0.765 -4.523 0.2 -0.4 0.6 -0.281
H -3.695 2.585 0.061 0.4 -0.2 0.2 0.218
H -2.180 3.421 0.358 0.0 -0.3 0.0 0.203
H -2.220 1.615 0.399 -0.2 0.4 0.2 0.205
H -1.842 1.461 -1.830 -0.2 0.3 0.0 0.189
H -3.289 2.386 -2.160 0.4 0.2 -0.1 0.213
H -1.964 4.482 -2.250 0.4 -0.1 0.2 0.212
H -1.123 3.275 -3.204 -0.1 0.1 0.3 0.215
H 0.539 4.417 -1.902 -0.1 -0.2 0.2 0.215
H -0.309 4.198 -0.385 0.2 -0.4 -0.1 0.217
H 1.698 2.680 -0.846 0.0 -0.5 -0.4 0.195
H 0.211 1.891 -0.268 0.2 -0.4 -0.5 0.185
H 2.820 -0.226 -0.096 -0.2 -0.3 0.2 0.253
H 2.137 -1.957 1.600 -0.6 -0.2 0.0 0.305
H 0.217 -3.093 1.405 0.1 0.5 0.6 0.520
H -1.348 -2.845 -0.426 0.4 0.0 0.1 0.249
H -1.420 -3.111 -3.750 -0.1 -0.4 0.2 0.508
C 2.233 -3.316 5.175 -0.1 0.0 0.6 -0.621
C 0.879 -2.773 4.677 0.9 -0.5 0.6 -0.014
O 0.853 -2.782 3.320 -0.6 0.4 -1.4 -1.033
H 3.065 -2.700 4.820 -0.1 0.0 -0.1 0.179
H 2.267 -3.312 6.273 0.1 0.0 0.0 0.178
H 2.396 -4.344 4.845 -0.1 0.0 -0.1 0.187
H 0.762 -1.785 5.175 -0.1 0.2 -0.4 0.094
H 0.113 -3.386 5.199 -0.2 -0.1 -0.4 0.098

40
Properties=species:S:1:pos:R:3:forces:R:3:mulliken_spin:R:1 method="wB97M-V/def2-TZVPD" spin_multiplicity=2 charge=+2 e_homo_ev="-17.3 / -17.3" s_squared=0.75
Cu -3.430 0.331 0.035 -0.1 -0.7 -0.6 0.039
O -1.527 -1.003 -4.181 1.2 1.8 4.6 -0.002
C -1.268 -0.594 -3.120 -1.7 -2.0 -4.8 0.022
C -3.136 -1.428 0.677 0.0 -4.9 3.9 0.011
O -3.144 -2.391 1.322 0.0 4.2 -3.2 -0.001
C -2.813 2.028 0.300 4.4 7.5 2.9 0.007
O -2.263 3.030 0.622 -3.7 -6.1 -2.2 0.007
C -4.955 0.295 -1.114 -7.0 0.1 -4.1 0.005
O -5.968 0.309 -1.705 5.8 -0.1 3.3 0.001
C -0.695 -0.335 2.662 0.0 0.3 0.8 0.023
C 0.382 0.338 1.817 -1.5 0.3 -0.3 0.095
C 1.768 -0.136 2.229 0.8 -0.1 -0.4 0.023
P -0.204 0.204 0.015 4.8 -0.2 1.0 0.500
C 0.646 1.677 -0.748 -1.5 0.6 -0.7 0.064
C 2.079 2.012 -0.329 0.5 -0.5 0.8 0.049
C 0.465 1.695 -2.266 -0.5 0.5 0.0 0.015
C 0.646 -1.318 -0.622 -1.6 -1.0 -1.2 0.074
C 2.140 -1.274 -0.922 0.9 0.7 0.0 0.053
C 0.333 -2.606 0.155 0.0 0.0 0.4 0.014
H -0.803 -1.411 2.507 0.2 0.1 -0.1 -0.005
H -1.669 0.136 2.496 0.0 0.0 0.2 -0.011
H -0.407 -0.176 3.707 -0.4 -0.2 0.0 0.000
H 0.325 1.419 1.988 -0.1 0.0 0.0 0.005
H 1.846 -1.222 2.176 0.1 0.1 0.1 -0.001
H 2.618 0.310 1.678 -0.6 -0.3 0.2 -0.001
H 1.905 0.158 3.281 -0.2 -0.1 -0.3 0.011
H 0.052 2.526 -0.345 0.2 -0.4 -0.2 0.005
H 2.852 1.266 -0.577 -0.5 0.4 -0.1 0.001
H 2.297 2.952 -0.849 0.1 -0.2 0.2 0.008
H 2.128 2.179 0.754 0.1 0.2 -0.3 -0.001
H -0.608 1.744 -2.523 0.5 0.1 0.0 -0.002
H 0.953 2.612 -2.604 -0.1 -0.1 -0.3 0.001
H 0.903 0.853 -2.803 0.1 0.0 0.2 -0.001
H 0.185 -1.440 -1.633 0.3 0.0 0.8 -0.009
H 2.808 -1.078 -0.060 -0.5 -0.2 -0.4 0.000
H 2.357 -2.285 -1.310 0.1 0.5 0.1 0.005
H 2.369 -0.539 -1.708 0.0 -0.4 0.3 0.001
H -0.731 -2.779 0.347 0.2 0.0 -0.1 -0.004
H 0.698 -3.431 -0.471 -0.1 0.1 0.4 0.001
H 0.868 -2.627 1.121 -0.3 -0.1 -0.5 0.001

In the order shown, the computed DFT total energy values come out to -1628.5242 -1665.1404 -2790.0385 hartree.